#P
An isolated ion of composition C4H13N2Si and charge +1. Source: the OMol25 dataset; level of theory: ωB97M-V with the def2-TZVPD basis set.

Geometry as XYZ:
```
20
Properties=species:S:1:pos:R:3
Si 1.913 -0.504 0.627
N -1.005 -0.399 1.421
N 0.857 -0.027 -1.581
C -1.849 0.627 2.179
C 0.085 0.153 0.615
C -0.185 0.184 -0.876
C 0.930 0.090 -2.956
H 1.804 -0.461 -3.229
H 0.139 -0.381 -3.719
H -1.389 1.380 2.880
H -1.540 -0.954 0.758
H 0.029 1.470 0.609
H 2.057 -1.666 -0.364
H 1.141 1.083 -3.199
H -1.171 0.180 -1.330
H 2.747 0.675 0.326
H -0.605 -1.034 2.070
H 1.797 -0.818 2.042
H -2.482 1.192 1.503
H -2.642 0.246 2.756
```

The charge is +1. For the HOMO-LUMO gap, the calculation gives 10.03 eV. The value obtained for the HOMO energy is -13.458 eV.


#Q
An isolated ion of composition C4H13N2Si and charge +1. Source: the OMol25 dataset; level of theory: ωB97M-V with the def2-TZVPD basis set.

Geometry as XYZ:
```
20
Properties=species:S:1:pos:R:3
Si 1.967 -1.184 -0.243
N -1.517 -0.897 0.414
N 0.941 1.251 0.661
C -0.660 -0.471 -0.490
C 0.508 0.336 -0.356
C -2.605 -1.785 0.079
C 1.170 2.690 0.325
H -3.504 -1.598 0.752
H 1.559 3.158 1.173
H 1.689 -2.423 -1.030
H 2.990 -0.749 -1.132
H 0.704 0.712 -1.333
H -0.853 -0.898 -1.429
H 1.811 2.823 -0.481
H -1.443 -0.684 1.483
H -2.820 -1.844 -0.936
H 1.920 -1.124 1.238
H 0.503 1.360 1.544
H -2.340 -2.794 0.413
H 0.205 3.166 0.160
```

The charge is +1. For the HOMO-LUMO gap, the calculation gives 8.82 eV. The value obtained for the HOMO energy is -12.650 eV.


Stability check: which of them is most stable? #Q.